[1]
# C29H58BCl22FINO8P

12 unconnected molecules or ions with the total composition C29H58BCl22FINO8P at a distorted geometry (ωB97M-V with the def2-TZVPD basis set, the Open Molecules 2025 dataset).

XYZ file:
```
122
Properties=species:S:1:pos:R:3:mulliken_charge:R:1
C 5.544 -1.729 1.052 -0.69
C 5.532 -1.352 -0.537 -0.63
C 4.457 -0.170 -0.682 0.87
C 3.843 0.040 -2.159 -0.33
C 4.493 -0.952 -3.276 -1.44
C 2.310 0.393 -2.300 1.71
O 2.194 0.849 -3.704 -0.49
C 2.163 1.847 -1.560 -1.10
C 2.539 3.073 -2.579 -0.75
B 2.704 4.382 -1.582 0.63
O 1.506 5.135 -1.263 -0.54
O 3.965 4.753 -1.005 -0.49
O 0.849 2.200 -1.090 0.08
C 0.316 1.133 -0.283 -0.79
P 1.325 0.666 1.257 0.52
O 2.256 1.993 1.800 -0.21
O 0.340 0.001 2.486 -0.62
C -0.010 -0.061 -1.300 0.94
C -0.879 -1.091 -0.480 0.39
C -1.873 -2.054 -1.283 -0.74
C -3.443 -1.759 -1.012 0.07
O -4.020 -1.209 -2.234 -0.58
C -0.946 0.597 -2.460 -0.57
C -2.165 1.454 -1.992 -0.19
O -2.891 1.333 -0.982 -0.43
F -2.520 2.549 -2.850 -0.34
N 1.210 -0.601 -2.055 1.37
C 1.566 -2.033 -1.769 -1.81
C 2.167 -2.512 -0.418 0.61
C 1.403 -3.860 0.102 -0.21
I 2.976 -5.202 0.895 0.01
H 5.402 -0.790 1.679 0.11
H 4.602 -2.381 1.195 0.02
H 6.439 -2.364 1.339 0.42
H 5.271 -2.323 -1.062 0.27
H 6.590 -0.973 -0.774 0.39
H 5.027 0.778 -0.351 -0.22
H 3.685 -0.323 0.139 -0.87
H 4.356 1.029 -2.483 0.49
H 5.625 -0.741 -3.203 0.42
H 4.209 -0.676 -4.339 0.28
H 4.378 -2.053 -3.018 0.29
H 2.230 0.093 -4.329 0.03
H 2.894 1.994 -0.700 0.12
H 3.549 2.930 -3.078 0.11
H 1.682 3.327 -3.279 0.18
H 1.302 5.036 -0.303 0.19
H 4.656 4.270 -1.512 0.26
H -0.660 1.549 0.181 0.94
H 1.747 2.522 2.458 0.26
H 0.197 -0.954 2.304 0.18
H -0.314 -1.734 0.291 -2.08
H -1.564 -0.452 0.198 0.96
H -1.644 -2.159 -2.403 0.32
H -1.713 -3.118 -0.859 0.39
H -3.986 -2.707 -0.686 -0.32
H -3.595 -1.001 -0.158 0.26
H -4.594 -0.455 -1.970 0.34
H -1.354 -0.205 -3.185 0.63
H -0.307 1.265 -3.153 0.54
H 0.786 -0.755 -3.010 -0.21
H 2.278 -2.354 -2.621 0.58
H 0.656 -2.704 -2.016 0.90
H 3.247 -2.871 -0.592 0.28
H 2.200 -1.829 0.481 -0.09
H 0.887 -4.427 -0.735 0.55
H 0.734 -3.651 1.014 -0.44
C -6.096 -5.176 -1.046 -0.46
Cl -6.490 -3.647 -0.249 -0.09
Cl -4.347 -5.389 -1.200 -0.12
H -6.500 -5.996 -0.454 0.34
H -6.542 -5.182 -2.039 0.36
C 1.172 -1.622 -6.562 -0.35
Cl 2.701 -0.797 -6.881 -0.12
Cl 0.249 -0.789 -5.299 0.00
H 0.581 -1.640 -7.476 0.39
H 1.379 -2.640 -6.235 0.25
C -0.463 -3.115 4.291 -0.11
Cl -0.369 -3.257 2.527 -0.12
Cl -1.994 -3.746 4.903 -0.15
H 0.355 -3.681 4.735 0.27
H -0.378 -2.064 4.567 0.11
C -5.230 -5.765 4.080 0.11
Cl -5.561 -7.498 3.989 -0.17
Cl -5.427 -4.991 2.503 -0.04
H -5.923 -5.309 4.786 0.31
H -4.207 -5.618 4.421 -0.20
C -1.432 5.694 1.154 -0.53
Cl -1.823 4.531 -0.114 0.06
Cl -0.087 5.116 2.150 -0.18
H -1.152 6.640 0.692 0.36
H -2.309 5.836 1.788 0.27
C -0.098 -6.609 6.526 -0.10
Cl 0.659 -5.212 7.301 -0.14
Cl 0.816 -7.125 5.104 -0.13
H -0.138 -7.431 7.239 0.33
H -1.107 -6.338 6.218 0.07
C 6.998 4.387 0.799 -0.13
Cl 8.670 4.884 1.073 -0.16
Cl 6.921 2.801 0.017 -0.14
H 6.483 4.333 1.756 0.26
H 6.511 5.120 0.159 0.19
C -8.470 -1.424 2.465 -0.10
Cl -8.469 -2.872 3.479 -0.13
Cl -9.979 -0.521 2.638 -0.16
H -7.640 -0.785 2.761 0.27
H -8.354 -1.722 1.424 0.12
C 2.534 0.922 4.876 -0.38
Cl 3.280 0.438 6.402 -0.16
Cl 3.332 0.154 3.499 0.00
H 1.485 0.626 4.886 0.23
H 2.612 2.004 4.773 0.29
C -5.212 6.241 0.853 -0.26
Cl -4.125 7.555 0.383 -0.15
Cl -4.399 5.085 1.916 -0.15
H -6.068 6.662 1.378 0.37
H -5.546 5.722 -0.043 0.25
C -4.476 8.955 -2.884 0.19
Cl -3.623 7.860 -3.978 -0.15
Cl -5.948 9.587 -3.631 -0.16
H -4.743 8.413 -1.979 -0.15
H -3.821 9.788 -2.635 0.27
```

As for the highest occupied orbital energy: -10.695 eV. The value obtained for the orbital gap is 8.47 eV. Its net charge is +1. Its largest force on an atom is 5.5 eV/A.


[2]
# C4H8O2

C4H8O2 in the gas phase (ωB97M-V with the def2-TZVPD basis set, the Open Molecules 2025 dataset).

XYZ file:
```
14
Properties=species:S:1:pos:R:3:mulliken_charge:R:1
C 2.082 -0.016 -0.467 -1.09
C 0.632 0.374 -0.663 0.80
O 0.344 1.536 -0.899 -0.62
C -0.458 -0.670 -0.500 -0.55
C -1.622 -0.125 0.341 -0.50
O -2.302 0.920 -0.304 -0.53
H 2.250 -1.095 -0.423 0.32
H 2.686 0.431 -1.261 0.33
H 2.411 0.428 0.480 0.27
H -0.839 -0.916 -1.501 0.25
H -0.056 -1.592 -0.065 0.33
H -1.233 0.185 1.328 0.28
H -2.350 -0.924 0.509 0.31
H -1.618 1.553 -0.578 0.39
```

As for the highest occupied orbital energy: -9.930 eV. As for the SMILES: CC(=O)CCO. The value obtained for the orbital gap is 10.79 eV. Its largest force on an atom is 0.5 eV/A.


[3]
# C32H23MgN5O4

A molecular structure, C32H23MgN5O4 (ωB97M-V with the def2-TZVPD basis set, the Open Molecules 2025 dataset).

XYZ file:
```
65
Properties=species:S:1:pos:R:3:mulliken_charge:R:1
Mg 0.994 -1.451 -0.815 2.34
C -3.431 -1.882 -1.723 -0.94
C -2.039 -1.691 -1.799 -0.32
N -1.300 -1.478 -0.742 0.67
C -1.856 -1.422 0.484 -0.37
C -3.254 -1.551 0.654 1.23
C -4.029 -1.807 -0.497 -0.83
C -3.838 -1.360 1.931 -0.91
C -3.019 -1.006 2.968 -1.07
C -1.629 -0.887 2.825 -1.27
C -0.976 -1.128 1.608 0.69
N 0.330 -1.004 1.301 0.84
C 1.311 -0.710 2.184 0.38
C 1.347 -0.854 3.573 -1.32
C 2.451 -0.442 4.339 -0.78
C 3.567 0.116 3.778 -0.95
C 3.633 0.210 2.365 0.83
C 4.771 0.688 1.680 -0.74
C 4.805 0.671 0.313 -0.98
C 3.693 0.158 -0.380 -0.36
N 2.612 -0.244 0.236 0.32
C 2.542 -0.224 1.581 0.13
H -4.000 -2.067 -2.625 0.39
H -1.517 -1.709 -2.750 0.32
H -5.103 -1.925 -0.386 0.36
H -4.910 -1.469 2.053 0.35
H -3.445 -0.806 3.947 0.34
H -1.077 -0.549 3.686 0.40
H 0.538 -1.340 4.094 0.58
H 2.399 -0.577 5.414 0.35
H 4.409 0.444 4.376 0.33
H 5.618 1.043 2.258 0.36
H 5.672 1.008 -0.240 0.38
H 3.701 0.039 -1.457 0.49
C 0.155 2.490 -0.130 -1.52
N 0.248 1.347 -1.021 0.76
C 0.318 1.598 -2.271 -0.36
C 0.518 0.574 -3.251 -0.43
C 0.503 0.687 -4.647 -0.86
C 0.829 -0.586 -5.135 -0.80
C 1.027 -1.391 -4.008 -0.83
N 0.835 -0.699 -2.874 0.61
C -1.258 2.978 0.089 0.16
C -1.577 4.324 -0.058 -0.67
C -2.875 4.777 0.147 -0.59
C -3.875 3.884 0.496 -0.49
C -3.569 2.535 0.638 -0.64
C -2.272 2.090 0.436 0.45
H 0.745 3.339 -0.510 0.45
H 0.591 2.197 0.830 0.25
H 0.262 2.633 -2.648 0.18
H 0.290 1.584 -5.212 0.45
H 0.930 -0.891 -6.167 0.43
H 1.333 -2.427 -3.960 0.42
H -0.799 5.025 -0.341 0.34
H -3.103 5.830 0.024 0.35
H -4.889 4.234 0.653 0.35
H -4.334 1.818 0.909 0.46
H -2.036 1.041 0.541 0.65
O 3.834 -4.405 -1.599 -0.79
C 2.866 -3.675 -1.382 0.40
O 2.835 -2.405 -1.472 -0.72
C 1.502 -4.315 -0.895 0.49
O 1.379 -5.536 -0.843 -0.77
O 0.616 -3.450 -0.576 -0.95
```

As for the highest occupied orbital energy: -1.633 eV. The value obtained for the orbital gap is 6.00 eV. Its net charge is -2. Its largest force on an atom is 0.5 eV/A.